1.
66
Properties=species:S:1:pos:R:3:forces:R:3:nbo_charge:R:1 method="wB97M-V/def2-TZVPD" energy_ha=-2302.51207 multiplicity=2 charge=+3 homo_ev="-17.21 / -17.20" lumo_energy_ha="-0.35807 / -0.37956"
Ir -0.018552 -0.165946 0.722988 1.505 -0.614 -0.115 1.2000
Cl -0.977656 2.456996 -1.195679 -0.065 -0.528 0.333 1.5295
S -0.841613 -1.154364 3.711646 0.101 0.069 -0.396 0.2988
O -0.056568 1.960694 0.026309 -0.070 -0.106 0.258 -0.8928
O 5.107016 -0.778337 -3.839164 -0.001 -0.008 -0.001 -0.7128
N 0.527127 -2.145007 0.996275 -0.182 -0.004 0.059 -0.5356
N 1.500125 0.201173 2.091872 0.123 -0.069 -0.037 -0.5634
N 1.269948 -0.220963 -0.851988 0.084 0.056 0.004 -0.4329
N -1.462823 -0.452123 -0.907524 0.047 1.048 -0.062 -0.7812
C -3.423307 2.501429 1.185468 0.073 -0.120 -0.206 -0.1643
C -0.690910 -0.063389 -2.125092 -0.184 0.558 0.820 0.0383
C -0.255045 -3.087850 1.858669 -0.028 0.064 -0.022 -0.2334
C 1.511655 -0.731125 -3.175258 -0.123 0.080 0.090 -0.2253
C 2.891548 -0.604482 -3.088479 0.079 -0.011 -0.017 0.1139
C -2.522733 2.634048 -0.981999 -0.682 0.378 -0.315 -0.3337
C -0.615383 1.452158 -2.514844 0.094 -0.364 -0.234 -0.3901
C 0.507790 -0.195191 4.412367 0.012 0.100 0.231 -0.5779
C 1.993071 -2.166333 1.306290 0.082 0.110 0.149 -0.2584
C 2.601766 -0.000306 -0.793570 -0.102 -0.230 0.037 0.0288
C -0.093744 3.935609 -1.516559 -0.214 -0.131 0.208 -0.2941
C 0.727928 -0.459380 -2.070763 -0.039 -0.278 -0.529 0.2381
C -3.007753 3.334262 0.228987 -0.034 0.034 0.057 -0.2098
C -3.512493 1.609546 -1.537650 0.361 -0.202 0.137 -0.2122
C -3.306489 1.036635 0.947512 0.038 -0.030 0.244 0.0095
C 3.427869 -0.166071 -1.874392 0.021 -0.040 -0.035 -0.1868
C 1.151275 0.774346 3.440995 0.029 0.111 -0.081 -0.2370
C 3.777633 -0.869418 -4.268314 0.001 0.025 0.014 -0.1098
C -3.025658 0.456710 -2.457735 0.018 -0.120 0.002 -0.2256
C -2.946170 -0.496270 -1.236608 0.132 -0.001 -0.055 -0.0168
C -2.772029 0.235311 1.879641 -0.916 0.162 -0.300 -0.4238
C -1.650984 0.565900 -3.106755 -0.069 -0.132 -0.359 -0.2096
C 2.395117 -1.012246 2.231528 -0.135 -0.118 0.061 -0.2657
C -3.766137 0.559292 -0.414963 0.021 -0.141 0.076 -0.2707
C -0.153673 -2.787478 3.337504 -0.028 -0.086 0.063 -0.5660
H 2.033946 0.960792 1.673623 0.075 -0.095 -0.075 0.4171
H 5.709749 -0.931482 -4.575516 0.001 0.011 -0.003 0.5102
H 3.536789 -0.127899 -5.041962 -0.004 -0.012 -0.007 0.2182
H 1.216297 -0.851688 4.915777 0.001 -0.041 -0.057 0.2524
H 2.337662 -1.330999 3.266518 0.029 -0.004 -0.009 0.2369
H -1.591112 0.425522 -4.179686 0.031 -0.023 0.008 0.2829
H 3.433650 -0.735104 2.055273 -0.003 0.026 -0.006 0.2532
H -4.368793 2.182611 -1.882776 -0.051 -0.050 -0.044 0.2811
H -2.550416 0.621271 2.863098 0.023 0.039 -0.032 0.2303
H 0.059279 0.402932 5.207336 0.032 -0.021 0.032 0.2878
H 0.869044 4.024943 -1.039391 -0.033 -0.020 -0.001 0.2545
H -3.793744 0.149575 -3.162961 0.016 0.150 -0.071 0.2861
H 0.499036 1.626667 3.249605 -0.044 -0.031 -0.008 0.2353
H 0.855908 -2.892644 3.733012 0.007 0.056 -0.027 0.2399
H -4.809221 0.242502 -0.368018 -0.026 0.084 -0.019 0.2889
H -3.037253 4.413482 0.305283 0.003 -0.003 0.008 0.2694
H -1.292442 -3.037248 1.527868 -0.010 -0.008 -0.002 0.2298
H -0.593908 4.531971 -2.267751 0.040 -0.029 0.015 0.2549
H 4.490585 0.005854 -1.781130 -0.002 0.007 -0.001 0.2817
H -3.323509 -1.508754 -1.331940 0.031 -0.032 0.064 0.2477
H 3.530793 -1.856947 -4.676542 0.005 -0.008 0.011 0.2140
H 3.020790 0.271306 0.160670 0.047 0.021 -0.026 0.2027
H -1.572004 0.438820 -0.429536 -0.233 0.515 0.141 0.4733
H -0.763444 -3.519570 3.867377 0.008 0.002 0.019 0.2855
H 0.115958 -4.095241 1.653392 -0.024 -0.007 0.017 0.2436
H 2.523560 -2.123447 0.361444 0.046 0.017 -0.001 0.2378
H 1.027648 -0.970479 -4.113845 -0.005 0.005 0.000 0.2607
H 2.076743 1.157768 3.879887 -0.012 0.031 -0.012 0.2433
H -2.801680 -0.840186 1.756554 0.111 -0.026 -0.029 0.2149
H -3.819470 2.856106 2.129265 0.003 0.003 0.007 0.2654
H 2.253412 -3.119471 1.768005 -0.008 0.013 0.025 0.2529
H 0.435998 -2.528793 0.056351 -0.002 -0.029 0.005 0.4206

---

2.
68
Properties=species:S:1:pos:R:3:forces:R:3:nbo_charge:R:1 method="wB97M-V/def2-TZVPD" energy_ha=-4467.64856 multiplicity=2 charge=+2 homo_ev="-13.56 / -13.60" lumo_energy_ha="-0.27807 / -0.27552"
Re -1.038873 0.394278 -0.149440 -2.437 2.309 -1.316 0.9715
Se 1.004361 -0.421770 0.589462 -0.106 0.506 -0.049 0.1521
S -3.067148 0.872022 1.259167 0.888 -1.408 -0.911 -0.0717
F 0.824394 4.888381 1.133063 -0.033 -0.031 -0.180 -0.2814
F -1.508470 3.759740 -3.650151 0.104 0.158 0.140 -0.2929
F -0.270764 2.463485 0.774638 -0.188 0.132 -0.407 -0.3129
F -0.354353 6.115945 -3.253312 -0.059 -0.161 0.018 -0.2662
N -3.006134 3.234915 2.579302 0.212 -0.429 -0.015 -0.4698
N -2.049536 -0.930130 -1.605757 0.091 0.500 0.836 -0.4119
N -1.526215 1.779808 -1.524781 0.974 -3.002 1.360 -0.5396
N -1.728439 1.744961 3.505489 -0.714 0.595 -0.709 -0.2955
C 3.366969 -3.698110 1.455450 0.355 0.143 -0.251 -0.2146
C 4.513163 -2.445673 -0.235599 0.016 -0.268 0.307 -0.2149
C 0.271441 5.581993 -1.064093 -0.229 -0.464 -0.111 -0.3089
C -1.649541 2.884538 4.255549 -0.106 0.610 0.117 -0.0392
C 2.283027 -2.844641 1.394059 -0.322 0.346 -0.290 -0.0187
C -0.099396 -0.997323 -3.231850 -0.223 -0.020 0.190 -0.6299
C 0.266074 4.636878 -0.051794 -0.064 -0.069 0.096 0.3685
C 2.334268 -1.774601 0.483985 0.576 -0.896 -0.004 -0.1287
C -2.834320 -0.020895 -2.497007 0.033 0.627 -0.030 -0.2422
C -2.558966 1.969382 2.469252 0.194 0.278 0.178 0.2302
C 4.509524 -3.502355 0.676688 -0.589 0.356 -0.008 0.0735
C -0.345082 5.240901 -2.259673 0.149 0.101 0.303 0.3649
C 5.691459 -4.378937 0.862157 0.198 -0.260 0.090 -0.6443
C -0.978971 3.015005 -1.443650 1.198 2.611 0.381 0.0149
C 1.128603 -3.071024 2.316077 -0.089 -0.027 0.072 -0.6371
C -1.102039 -1.767263 -2.387691 0.701 -0.110 -0.131 -0.2367
C -2.169926 1.340366 -2.743833 -0.380 -0.593 -0.645 -0.2553
C -2.419416 -2.847763 0.005736 0.008 0.295 -0.195 -0.6280
C -1.048561 0.511357 3.771266 0.425 -0.892 0.006 -0.4183
C -0.331654 3.410351 -0.247515 -0.294 -0.317 -0.422 0.2631
C 3.497449 -0.439993 -1.324257 0.071 0.115 -0.099 -0.6407
C -0.953833 4.006405 -2.457145 -0.137 -0.526 0.222 0.3504
C 3.453033 -1.565863 -0.344023 -0.582 0.222 0.146 -0.0155
C -2.449087 3.817328 3.679752 0.274 0.039 0.411 -0.0424
C -3.035357 -1.837036 -0.951327 -0.264 -0.455 0.523 -0.2209
H -0.551411 -2.380209 -1.671267 -0.139 0.031 -0.072 0.2236
H 1.414102 -2.793409 3.330196 -0.085 0.019 0.110 0.2377
H 5.381333 -2.291181 -0.857792 0.109 0.039 -0.090 0.2282
H 3.115739 0.485328 -0.889229 0.056 0.018 -0.061 0.2181
H -3.221777 -3.348245 0.538264 -0.075 -0.038 0.102 0.2541
H 0.397628 -0.225483 -2.642113 0.133 0.042 -0.047 0.2036
H -0.464863 0.204212 2.896831 -0.086 0.095 0.239 0.2201
H -3.738561 -1.215299 -0.387671 0.082 -0.020 -0.230 0.2129
H -3.789607 0.166968 -2.002154 0.071 -0.117 -0.033 0.2300
H -2.954307 2.041683 -3.049881 0.137 -0.102 0.100 0.2486
H 6.085261 -4.252592 1.871494 0.080 0.021 -0.003 0.2426
H 6.478696 -4.151470 0.151111 0.082 -0.040 -0.047 0.2309
H -1.765231 -0.276414 4.004607 -0.006 0.061 0.003 0.2419
H -3.597565 -2.362907 -1.730538 0.024 0.121 -0.038 0.2202
H 0.254550 -2.488231 2.025607 -0.017 -0.114 0.090 0.1992
H 2.894506 -0.678597 -2.200796 -0.049 0.053 -0.077 0.2230
H 0.747979 6.539249 -0.935986 0.036 0.134 0.021 0.2806
H -1.043093 2.950959 5.135193 0.129 -0.014 0.148 0.2604
H -1.840047 -3.609169 -0.505945 0.075 -0.081 0.001 0.2266
H 3.334246 -4.520613 2.154441 0.020 -0.114 0.101 0.2264
H -3.028262 -0.523864 -3.446894 -0.051 -0.020 0.053 0.2385
H -1.784007 -2.338073 0.735553 0.002 -0.097 0.053 0.2032
H -3.684699 3.657868 1.961671 0.080 -0.087 -0.029 0.4580
H -0.373921 0.643611 4.612416 -0.047 0.070 0.008 0.2450
H -2.643697 4.831369 3.960583 -0.092 0.164 0.092 0.2643
H 0.857410 -4.123624 2.325678 -0.058 -0.070 0.047 0.2450
H -1.438317 1.300156 -3.557068 -0.142 0.034 0.135 0.2269
H 0.652058 -1.696003 -3.586305 0.125 -0.039 -0.017 0.2546
H 4.514925 -0.265219 -1.658404 0.072 0.035 -0.057 0.2449
H -1.683464 -2.430847 -3.033990 -0.112 -0.022 0.104 0.2197
H 5.411831 -5.427555 0.769155 0.041 -0.057 -0.073 0.2403
H -0.555122 -0.547057 -4.104958 -0.046 0.078 -0.158 0.2205